Computed, not measured: C38H37BrCaN6O6S2 as an isolated structure, with ωB97M-V with the def2-TZVPD basis set.

Each line ends with the Mulliken charge.
Cartesian coordinates (Å):
Br 4.33 1.09 -0.46  -0.128
Ca 0.07 -0.15 0.65  1.890
S 1.04 -3.94 3.69  -0.067
S 1.86 -2.48 0.15  1.209
O 3.16 -2.44 -0.50  -0.730
O -1.11 0.86 -1.03  -0.752
O 1.45 -3.84 0.56  -0.735
O -1.51 -1.21 -4.68  -0.731
O 0.79 -1.91 -0.77  -0.810
O 1.81 -1.55 1.34  -0.803
N 0.01 1.07 -3.15  -0.024
N -2.12 0.66 2.21  0.783
N 1.34 1.01 -3.09  -0.615
N -1.09 -2.81 4.54  -0.476
N 1.14 3.45 -0.41  1.200
N -1.79 -1.86 1.41  0.878
C 1.20 -2.46 4.51  -0.036
C 1.90 3.80 0.78  -1.647
C -3.31 1.26 -2.66  -0.358
C 1.69 3.93 3.23  -0.658
C -0.25 3.81 -0.31  -0.529
C 1.44 3.17 2.08  0.383
C 4.53 0.29 -6.93  -0.443
C 2.01 0.77 -2.03  -0.033
C 0.65 1.42 3.45  0.303
C -4.49 1.36 -3.38  -1.014
C 4.26 0.69 -3.21  -0.980
C -2.28 0.43 -3.08  0.378
C 3.47 0.80 -2.14  0.265
C -1.67 -3.03 0.79  -0.461
C -4.66 0.59 -4.53  -0.341
C -2.65 -4.01 0.86  -1.100
C 1.44 3.43 4.50  -0.913
C -0.03 -2.00 4.88  -0.665
C 3.47 -0.56 -7.22  -0.418
C -2.88 -1.60 2.12  0.229
C 4.75 0.69 -5.62  -0.554
C -3.72 1.30 4.38  -0.582
C 0.86 1.88 2.14  0.564
C 2.88 -0.60 -4.88  -0.045
C 2.66 -1.01 -6.19  -0.708
C 3.93 0.27 -4.58  0.547
C -3.79 -3.75 1.61  -0.546
C -2.47 -0.35 -4.22  0.594
C -3.72 0.02 3.86  -0.905
C -0.99 0.36 -2.25  0.218
C -0.65 -3.86 3.92  -0.146
C -2.13 1.88 2.72  -0.352
C -2.92 -0.26 2.76  0.460
C -3.91 -2.52 2.25  -0.828
C 1.75 4.02 -1.59  -1.421
C 0.93 2.14 4.61  -0.633
C -2.92 2.26 3.79  -1.246
C -3.66 -0.27 -4.95  -0.719
H -4.30 -0.77 4.33  0.387
H -0.28 1.17 -4.11  0.430
H -3.14 1.81 -1.75  0.300
H 2.25 -0.97 -4.08  0.484
H -2.51 -4.95 0.34  0.481
H -4.58 -4.48 1.68  0.371
H -0.38 4.91 -0.21  0.257
H 1.64 4.03 5.38  0.322
H -3.77 -0.89 -5.83  0.425
H -1.44 2.59 2.26  0.152
H -1.29 -4.64 3.53  0.467
H 1.93 4.90 0.90  0.209
H 2.15 -1.96 4.62  0.403
H 3.29 -0.88 -8.24  0.353
H 0.73 1.72 5.59  0.384
H -0.65 -0.71 -2.23  -0.040
H 1.73 5.13 -1.57  0.396
H -2.88 3.28 4.16  0.439
H -0.81 -1.27 -4.02  0.425
H 2.09 4.93 3.12  0.283
H 1.85 -1.70 -6.39  0.384
H -4.33 1.54 5.25  0.384
H 5.32 0.89 -3.05  0.349
H 5.59 1.35 -5.40  0.364
H -5.28 2.02 -3.05  0.402
H -4.80 -2.28 2.82  0.382
H -0.78 3.46 -1.20  0.345
H 2.79 3.70 -1.67  0.290
H 2.93 3.47 0.59  0.319
H 1.22 3.68 -2.48  0.327
H 5.18 0.65 -7.72  0.342
H 0.20 0.43 3.60  -0.239
H -5.58 0.65 -5.10  0.343
H -0.22 -1.06 5.36  0.553
H 1.62 0.67 -1.03  0.471
H -0.75 -3.18 0.23  0.478
H -0.69 3.32 0.55  -0.168

As for the total charge: -2. For the total energy, the calculation gives -6298.35205 hartree. The relative energy (zero: lowest compared OMol25 entry of this formula, charge and spin) comes out at 0.312 eV. Its molar mass is 857.9 g mol⁻¹. As for the frontier orbital gap: 6.35 eV. The calculation puts the LUMO energy at 4.14 eV.

---

Computed, not measured: C38H37BrHoN7O3PS as an isolated structure, with ωB97M-V with the def2-TZVPD basis set.

Each line ends with the Mulliken charge.
Cartesian coordinates (Å):
Ho -1.06 0.50 0.61  0.687
Br -2.89 4.00 0.30  -0.037
S -4.15 -3.11 1.92  -0.140
P 0.58 1.09 -2.93  0.901
O -1.52 1.33 -1.23  0.089
O -3.22 0.39 -2.33  -0.825
O -0.42 -1.23 -0.61  -0.229
N 0.86 2.17 0.94  0.996
N -2.04 2.18 2.22  -0.126
N -2.43 -1.24 2.50  -0.116
N 0.82 -0.46 1.49  1.046
N -4.42 -1.52 -0.37  -0.289
N -2.88 -0.89 1.24  0.069
N 0.77 -1.79 1.33  -1.014
C -1.62 4.46 2.81  -0.611
C 3.05 3.79 1.68  -0.605
C -2.91 -2.39 2.96  0.127
C -2.78 -2.87 5.50  -1.228
C 0.08 -2.12 0.25  -0.178
C -0.88 -3.91 -1.09  -0.111
C -0.18 -3.52 0.03  0.699
C 1.41 4.52 -4.98  -0.454
C -0.97 -5.25 -1.47  -0.754
C 1.04 3.60 -4.03  -0.381
C 0.39 -4.49 0.83  -0.265
C 1.49 1.80 -5.52  -0.263
C -1.09 4.07 3.99  -0.486
C 0.33 -5.83 0.45  -0.798
C -2.12 3.47 1.93  0.077
C 1.09 2.22 -4.27  0.236
C 3.03 2.44 2.01  -0.940
C 1.92 0.20 1.81  0.340
C 1.75 2.75 -6.56  -0.659
C -0.49 2.35 5.71  -1.701
C -0.36 -6.22 -0.72  -0.510
C 1.93 1.64 1.60  0.828
C 3.58 -1.56 -3.29  -0.785
C 3.14 -0.54 2.31  -1.750
C -1.60 1.77 3.46  -0.131
C 1.47 -0.45 -3.48  0.169
C 2.00 4.30 0.86  -1.115
C 1.63 -2.89 -3.67  -0.483
C -1.17 0.82 -3.57  -1.097
C 0.88 -1.68 -3.66  0.089
C 0.92 3.48 0.54  -0.368
C 2.85 -0.37 -3.39  -0.735
C 1.73 4.11 -6.27  -0.510
C -2.06 0.82 -2.31  0.160
C 2.97 -2.80 -3.40  -0.601
C -1.03 2.68 4.34  0.768
C -2.27 -3.18 4.12  -0.305
C -3.82 -1.75 0.79  0.422
H -1.76 5.48 2.48  0.506
H 3.57 -3.69 -3.39  0.404
H 0.91 -6.55 1.00  0.433
H 4.63 -1.46 -3.15  0.476
H -1.63 0.69 3.66  0.497
H 1.51 0.75 -5.76  0.368
H -1.29 2.53 6.41  0.393
H -2.55 -3.67 6.16  0.399
H -1.18 -3.00 4.10  0.075
H 0.91 -4.09 1.71  0.428
H -1.47 -5.49 -2.40  0.454
H 1.07 -3.81 -3.75  0.439
H 0.28 3.10 5.98  0.412
H -2.38 -4.27 3.95  0.482
H 1.43 5.58 -4.68  0.348
H 3.52 -0.17 3.29  0.421
H -4.14 -0.70 -0.97  0.197
H -1.44 1.61 -4.28  0.542
H 2.80 -1.60 2.45  0.325
H -1.31 -0.11 -4.13  0.545
H -2.37 -1.92 5.92  0.262
H 3.80 1.98 2.63  0.400
H 0.59 3.94 -3.09  0.235
H -0.20 -1.66 -3.82  -0.050
H -0.44 -7.24 -1.07  0.428
H -3.88 -2.73 5.47  0.322
H -0.16 1.31 5.77  0.369
H 3.96 -0.48 1.62  0.371
H -0.77 4.84 4.73  0.371
H 3.93 4.42 1.92  0.429
H 2.02 5.30 0.49  0.545
H 1.80 4.80 -7.11  0.352
H -5.03 -2.17 -0.82  0.218
H 3.33 0.58 -3.45  0.510
H -1.43 -3.15 -1.69  0.176
H 2.03 2.35 -7.53  0.407
H 0.07 3.80 -0.06  0.407

As for the total charge: +1. As for the spin multiplicity: 5. For the total energy, the calculation gives -6340.84186 hartree. The relative energy (zero: lowest compared OMol25 entry of this formula, charge and spin) comes out at 0.000 eV. Its molar mass is 947.6 g mol⁻¹. As for the frontier orbital gap (spin up / spin down): 6.62 / 6.63 eV. The calculation puts the LUMO energy (spin up / spin down) at -3.42 / -3.40 eV.

---

Computed, not measured: C38H37F6N2O8S2Ti as an isolated structure, with ωB97M-V with the def2-TZVPD basis set.

Each line ends with the Mulliken charge.
Cartesian coordinates (Å):
Ti 1.27 0.45 -0.98  0.653
S 2.35 3.22 -2.22  1.144
S 4.01 1.25 -1.60  0.965
F 5.52 0.83 -3.69  -0.172
F 5.86 -0.49 -2.02  -0.171
F 1.17 3.70 -4.52  -0.210
F 2.81 2.30 -4.66  -0.227
F 0.91 1.66 -3.84  -0.125
F 6.55 1.57 -1.93  -0.170
O -2.80 -0.70 1.36  -0.343
O -0.42 0.31 -1.22  1.356
O 4.08 1.01 -0.19  -0.552
O 2.18 4.62 -2.18  -0.614
O 1.46 2.41 -1.31  -0.357
O 2.96 0.39 -2.25  -0.836
O -1.76 0.96 2.51  -0.291
O 1.29 0.31 0.73  0.719
N 1.51 -1.67 -1.17  -1.113
N 3.84 2.74 -2.05  -0.692
C 0.68 5.11 0.91  -0.783
C 1.56 0.72 5.50  -0.869
C 1.70 3.14 1.86  -0.446
C -1.52 -0.60 0.78  -1.154
C 2.74 -0.02 5.46  -0.630
C -0.54 3.03 1.01  -0.379
C -4.11 1.14 2.28  -1.539
C -5.08 1.38 -1.33  -0.749
C -2.53 -3.73 -3.12  -0.723
C -3.40 3.04 -1.74  -0.937
C 1.76 -4.28 -1.18  2.035
C 5.61 0.76 -2.38  0.449
C -1.94 -1.48 -1.56  -0.059
C 1.68 -4.76 -2.64  -1.530
C 3.12 -4.63 -0.55  -1.785
C 1.38 0.57 3.10  -0.150
C -2.95 -3.66 -1.80  -1.004
C -2.74 0.82 -1.06  -0.179
C -1.53 -1.55 -2.88  -0.495
C 1.63 -2.81 -1.18  -0.062
C 2.56 -0.16 3.06  -0.103
C 0.88 1.01 4.32  -0.498
C -2.41 2.11 -1.45  -0.340
C 1.77 2.68 -3.94  0.582
C -4.74 2.68 -1.68  -0.821
C -1.82 -2.67 -3.66  -0.916
C -1.68 -0.21 -0.74  2.277
C 0.59 0.91 1.85  2.449
C -4.09 0.46 -1.03  -0.426
C -2.66 -2.55 -1.02  -0.255
C -3.10 -0.65 3.74  -1.726
C -0.47 4.38 0.67  -0.640
C 0.55 2.40 1.61  -0.329
C -2.96 0.19 2.49  1.234
C 0.60 -4.84 -0.36  -1.396
C -0.77 0.15 1.93  -0.404
C 3.24 -0.45 4.24  -1.018
C 1.77 4.48 1.51  -0.860
H -4.16 1.82 3.13  0.420
H -2.24 -1.30 3.88  0.335
H 0.64 -4.50 0.68  0.358
H 1.16 1.07 6.44  0.449
H -1.37 2.42 -1.51  0.432
H -1.08 -1.60 0.75  1.029
H -3.99 -1.27 3.68  0.409
H -0.57 -0.68 2.62  0.467
H -4.37 -0.55 -0.75  0.388
H 2.67 5.04 1.71  0.439
H -1.50 -2.69 -4.69  0.495
H -3.12 4.05 -2.04  0.532
H -6.11 1.08 -1.29  0.454
H 0.68 -5.93 -0.36  0.487
H 2.55 2.67 2.33  0.514
H 0.73 -4.48 -3.09  0.276
H 0.73 6.15 0.64  0.434
H 3.21 -5.72 -0.54  0.443
H -0.03 1.59 4.36  0.478
H -1.45 2.50 0.82  0.533
H -5.51 3.40 -1.91  0.428
H 2.49 -4.34 -3.24  0.384
H 3.27 -0.24 6.38  0.419
H -3.01 -2.51 0.00  0.460
H -2.76 -4.59 -3.72  0.434
H -1.01 -0.72 -3.34  0.409
H 2.97 -0.48 2.12  0.446
H -0.36 -4.56 -0.79  0.185
H 3.94 -4.22 -1.13  0.405
H -3.53 -4.47 -1.37  0.488
H -5.05 0.60 2.22  0.350
H -1.33 4.85 0.21  0.514
H -3.18 0.00 4.62  0.398
H 4.16 -1.00 4.21  0.459
H 1.77 -5.84 -2.64  0.439
H -3.97 1.72 1.37  0.261
H 3.18 -4.27 0.47  0.361

As for the total charge: +1. For the total energy, the calculation gives -4426.60585 hartree. The relative energy (zero: lowest compared OMol25 entry of this formula, charge and spin) comes out at 0.543 eV. Its molar mass is 875.7 g mol⁻¹. As for the frontier orbital gap: 7.72 eV. The calculation puts the LUMO energy at -3.62 eV.

---

Computed, not measured: C38H38F5N8O4Se2Sn as an isolated structure, with ωB97M-V with the def2-TZVPD basis set.

Each line ends with the Mulliken charge.
Cartesian coordinates (Å):
Sn 0.98 1.04 -0.19  1.635
Se -3.36 -0.27 0.18  -0.259
Se 3.64 0.54 -0.76  -0.237
F -8.91 0.80 -2.05  -0.329
F -4.34 1.80 -1.93  -0.234
F -6.77 2.28 -2.89  -0.323
F -6.12 -1.65 0.79  -0.324
F -8.54 -1.16 -0.21  -0.316
O 1.14 3.76 -3.77  -0.769
O -3.62 2.99 1.22  -0.503
O -1.48 2.47 1.67  -0.302
O 1.46 2.36 -2.06  -0.517
N 1.04 -0.71 1.67  0.592
N -0.79 3.33 -0.85  0.167
N 0.91 0.88 3.36  0.683
N 1.28 -1.94 -3.11  0.646
N 0.04 0.00 -3.27  0.672
N 5.52 -2.41 2.45  -0.678
N -0.35 -1.04 3.56  0.501
N 0.25 -1.02 -1.18  0.925
C -6.22 -0.67 -0.12  0.274
C -1.98 3.63 -0.36  0.521
C -0.86 -3.12 -1.39  -0.070
C 0.76 0.46 -4.45  -1.041
C -0.44 3.82 -2.03  0.356
C -2.88 4.46 -1.00  -0.430
C 2.10 1.59 2.93  -0.782
C -7.49 -0.43 -0.62  0.066
C -2.30 2.96 0.95  -0.055
C 2.06 -4.13 2.58  -1.388
C 4.65 -2.00 0.25  0.024
C 0.64 -2.86 0.50  -0.396
C 2.29 -2.67 -2.38  -0.605
C -0.08 -1.33 4.96  -1.090
C 0.85 3.29 -2.67  -0.149
C 0.55 -0.31 2.82  -0.441
C -0.19 -5.08 -0.19  -1.060
C -1.25 4.71 -2.73  -0.742
C 4.36 -0.67 0.54  -0.183
C 0.49 -1.00 -2.50  -0.106
C -1.26 0.60 -3.05  -0.870
C 0.05 1.64 4.25  -1.390
C 1.24 -2.09 1.54  -0.447
C 5.22 -2.82 1.22  -0.505
C 4.72 -0.24 1.82  -0.085
C 0.61 -4.27 0.66  1.348
C 0.00 -2.31 -0.67  -0.889
C -5.10 0.05 -0.51  -0.091
C -5.34 1.04 -1.46  0.185
C 0.88 -2.54 -4.37  -1.199
C -7.69 0.56 -1.56  0.714
C 5.27 -1.13 2.72  -0.665
C -0.96 -4.50 -1.16  -0.984
C -6.60 1.30 -1.98  -0.114
C -1.28 -1.94 2.92  -0.750
C 1.35 -4.88 1.70  -0.942
C -2.49 5.03 -2.21  -0.512
C 1.97 -2.73 2.52  -0.012
H 1.69 -2.49 -5.10  0.287
H -0.91 -2.98 2.90  0.209
H -1.49 -1.61 1.91  -0.183
H -0.06 2.65 3.86  0.473
H -2.22 -1.91 3.47  0.457
H -1.18 1.69 -3.11  0.126
H -0.21 -6.15 -0.03  0.388
H 0.85 1.54 -4.41  0.293
H 2.58 -2.08 -1.51  -0.468
H -3.86 4.64 -0.58  0.510
H -3.77 2.28 1.87  0.401
H -3.16 5.69 -2.74  0.412
H -1.68 0.32 -2.08  0.021
H 0.47 1.68 5.26  0.337
H 2.47 -2.12 3.26  0.687
H -0.94 1.18 4.28  0.350
H -1.43 -2.66 -2.19  0.590
H 0.22 0.18 -5.36  0.352
H -1.63 -5.09 -1.76  0.431
H 2.64 1.94 3.81  0.581
H 1.92 -3.65 -2.05  0.302
H 4.44 -2.41 -0.73  0.446
H -0.91 5.08 -3.69  0.537
H 1.34 -5.97 1.77  0.392
H 0.64 -0.63 5.36  0.385
H 1.75 0.03 -4.46  0.294
H 2.65 -4.59 3.36  0.431
H 5.54 -0.79 3.72  0.359
H 5.43 -3.86 0.99  0.375
H 0.32 -2.35 5.06  0.285
H 4.58 0.80 2.10  0.704
H 0.01 -2.03 -4.77  0.362
H 1.84 2.45 2.31  0.394
H -1.01 -1.26 5.54  0.264
H 0.63 -3.59 -4.20  0.352
H 2.74 0.91 2.37  -0.532
H -1.96 0.27 -3.83  0.293
H 3.16 -2.80 -3.02  0.573

As for the total charge: -1. For the total energy, the calculation gives -7726.49498 hartree. The relative energy (zero: lowest compared OMol25 entry of this formula, charge and spin) comes out at 0.465 eV. Its molar mass is 1042.4 g mol⁻¹. As for the frontier orbital gap: 6.67 eV. The calculation puts the LUMO energy at 2.34 eV.

---

Computed, not measured: C38H38F6IO2PTa as an isolated structure, with ωB97M-V with the def2-TZVPD basis set.

Each line ends with the Mulliken charge.
Cartesian coordinates (Å):
Ta -0.55 -0.30 -2.34  0.377
I 1.35 -3.77 -1.77  -0.175
P 1.48 -1.75 -3.25  -0.062
F 3.92 7.56 0.49  -0.143
F -2.49 -3.62 -4.63  -0.366
F 3.99 3.70 4.68  -0.308
F 2.10 3.09 -0.02  -0.396
F -4.65 -6.25 3.26  -0.295
F -4.06 -3.13 -0.57  -0.393
O -0.73 3.50 -3.10  -0.509
O 0.87 -2.33 -4.67  -0.441
C 3.01 8.42 -1.49  -0.817
C 1.35 7.12 -2.67  -0.844
C -2.14 -4.92 -4.52  0.821
C 2.31 6.26 -0.63  -0.093
C -1.43 -7.56 -4.30  -0.726
C -2.26 -4.62 -0.80  0.259
C 3.07 7.41 -0.56  0.317
C 4.60 4.91 4.53  0.614
C 1.44 6.12 -1.70  -0.147
C -3.62 -5.51 3.73  0.343
C -1.64 -4.26 3.35  -0.371
C -0.46 2.51 -3.76  -0.072
C -0.88 -5.29 -4.95  -0.623
C 5.82 7.35 4.26  -0.838
C -1.55 -4.00 4.71  -0.720
C -0.53 -6.63 -4.82  -0.328
C 1.14 3.15 0.93  0.042
C -2.68 -5.03 2.84  -0.094
C -0.76 3.32 2.88  -0.582
C -2.69 -6.99 -0.52  -0.818
C -3.57 -5.27 5.09  -0.653
C -0.18 3.13 0.54  0.036
C -4.50 -5.41 -0.30  -0.735
C -4.03 -6.72 -0.28  -0.287
C -3.60 -4.39 -0.57  0.537
C 2.13 8.26 -2.56  -0.208
C 4.47 5.57 3.33  -0.250
C -2.69 -7.13 -3.89  -0.226
C 5.10 6.80 3.20  -0.147
C -3.06 -5.80 -3.99  -0.542
C -2.51 -4.50 5.57  -0.235
C -1.82 -5.94 -0.77  0.239
C 5.92 6.65 5.45  -0.204
C 0.47 1.43 -3.44  -0.916
C 5.30 5.41 5.61  -0.695
C 1.56 3.27 2.24  -0.418
C -1.14 3.21 1.54  -0.596
C 0.58 3.36 3.22  -0.432
H -2.76 -5.24 1.78  0.427
H 5.36 4.84 6.53  0.421
H -0.90 -3.87 2.67  0.464
H -2.18 3.19 1.27  0.406
H -4.03 -5.44 -3.66  0.437
H -0.20 -4.55 -5.31  0.404
H -0.77 -6.13 -0.97  0.184
H 5.00 7.34 2.26  0.522
H 2.39 5.50 0.13  0.256
H 3.91 5.13 2.52  0.179
H 0.88 3.46 4.26  0.390
H -0.44 3.06 -0.51  0.504
H -2.02 0.55 -1.66  -0.246
H -2.45 -4.30 6.64  0.343
H -2.33 -8.01 -0.50  0.389
H -1.52 3.38 3.65  0.381
H -0.09 -2.17 -4.74  0.335
H -4.72 -7.52 -0.06  0.435
H -1.36 -1.90 -2.08  0.095
H 6.30 8.31 4.15  0.393
H -3.39 -7.85 -3.47  0.399
H -1.15 -8.59 -4.21  0.391
H -1.33 -0.49 -4.03  -0.206
H 2.61 3.27 2.46  0.649
H -5.53 -5.17 -0.10  0.451
H 0.67 6.99 -3.50  0.429
H -1.57 -3.81 -1.01  -0.354
H -0.73 -3.40 5.10  0.389
H -4.33 -5.67 5.74  0.433
H 6.48 7.06 6.28  0.352
H 0.84 0.96 -4.37  0.449
H 0.46 -6.94 -5.12  0.378
H 0.32 -0.11 -0.71  -0.315
H -0.98 2.41 -4.73  0.260
H 0.82 5.23 -1.79  0.449
H 3.63 9.30 -1.38  0.426
H 2.06 9.03 -3.31  0.338
H 1.29 1.74 -2.76  0.484

As for the total charge: -1. For the total energy, the calculation gives -2916.45357 hartree. Its molar mass is 979.5 g mol⁻¹. As for the frontier orbital gap: 6.63 eV. The calculation puts the LUMO energy at 1.80 eV.

---

The lowest total energy belongs to which entry?
C38H38F5N8O4Se2Sn

---

What is the total charge in the first record?
-2

---

total charge of number 5 (C38H38F6IO2PTa)?
-1

---

Look up the total charge of the fifth one.
-1